# C42H45N3O11PPt

A structure of composition C42H45N3O11PPt in a non-equilibrium geometry (ωB97M-V/def2-TZVPD, the OMol25 dataset).

```
! RIJCOSX wB97M-V def2-TZVPD def2/J DEFGRID3
* xyz -1 3
Pt 2.40692 0.60271 0.53924
C 5.77901 1.57220 1.64333
O 5.60037 1.45016 0.22296
P 4.52817 0.43623 -0.37491
O 4.71730 0.65897 -1.93837
C 3.93240 1.56849 -2.71873
O 5.35063 -0.91850 -0.19293
C 4.99674 -2.15571 -0.82328
H 6.74366 2.05401 1.78227
H 5.80195 0.58691 2.11169
H 4.97973 2.17143 2.07032
H 4.03243 1.24750 -3.75265
H 4.31893 2.58076 -2.60236
H 2.88836 1.54809 -2.41932
H 4.45404 -2.79135 -0.12818
H 5.92863 -2.63482 -1.11714
H 4.37866 -1.98934 -1.70490
O 0.78907 4.40122 -1.76658
C 1.48118 5.24551 -0.98053
C 1.31993 6.61457 -1.20205
C 2.00214 7.53272 -0.42771
C 2.85271 7.11157 0.59212
C 2.99806 5.75676 0.82392
C 2.33040 4.81397 0.04732
C 2.51775 3.36519 0.34316
O 3.06525 2.97840 1.38131
O 2.09383 2.54359 -0.55074
H 0.97709 3.48297 -1.46039
H 0.64648 6.92672 -1.98959
H 1.86277 8.59059 -0.61546
H 3.38777 7.83316 1.19478
H 3.63275 5.38908 1.61954
O -0.44954 1.51365 3.66849
C -0.18389 0.85350 2.66815
O 0.93243 0.91713 2.04390
C -1.28718 -0.00895 2.07873
C -2.46270 -0.13805 2.80899
C -3.57157 -0.82731 2.30625
C -3.44399 -1.35672 1.04496
O -4.38435 -2.03584 0.31500
C -3.74707 -2.37790 -0.91906
O -2.43087 -1.84369 -0.90417
C -2.27232 -1.24321 0.32243
C -1.16771 -0.59622 0.81077
H -2.50352 0.33754 3.77884
H -4.48567 -0.94232 2.87448
H -4.30977 -1.94218 -1.74826
H -3.70021 -3.46644 -1.01178
H -0.24462 -0.53547 0.24262
C 2.20490 -1.15189 -3.19291
C 1.32081 -2.36795 -2.92020
C -0.15281 -1.95953 -2.83224
C 1.70485 -3.18246 -1.69826
C 1.81976 -4.55232 -1.86616
C 2.06917 -5.40151 -0.79801
C 2.20693 -4.83114 0.45185
C 2.10889 -3.45791 0.68578
C 2.24473 -3.08930 2.16425
C 0.88842 -3.20643 2.87049
C 2.89607 -1.76520 2.54021
C 1.82019 -2.59147 -0.40383
O 1.63911 -1.28808 -0.32664
H 1.81260 -0.58839 -4.04510
H 3.22942 -1.44577 -3.43725
H 2.21833 -0.49771 -2.32382
H 1.42337 -3.04262 -3.77692
H -0.31662 -1.35996 -1.93818
H -0.79552 -2.83884 -2.76390
H -0.45063 -1.37985 -3.71121
H 1.70003 -4.96552 -2.86323
H 2.14510 -6.47250 -0.93560
H 2.39674 -5.47698 1.30462
H 2.89508 -3.86758 2.57926
H 0.20632 -2.43472 2.51009
H 0.99919 -3.08276 3.95115
H 0.43240 -4.17904 2.67664
H 2.19850 -0.93758 2.39489
H 3.81908 -1.57949 1.99082
H 3.13487 -1.76288 3.60723
N -5.30188 0.51995 1.11539
C -6.57631 0.01142 1.01763
C -7.54616 -0.29193 1.96652
C -8.73812 -0.80855 1.49431
C -8.95373 -1.01555 0.12255
C -7.98140 -0.71688 -0.81224
C -6.77078 -0.19888 -0.35550
N -5.63631 0.16329 -1.06208
C -4.79505 0.58399 -0.15549
C -3.42979 1.06116 -0.41150
C -2.77768 0.70245 -1.58476
C -1.45772 1.08622 -1.74464
N -0.77976 1.77776 -0.83038
C -1.42901 2.17350 0.25755
C -2.75113 1.84506 0.51042
H -4.78935 0.70929 1.96026
H -7.37875 -0.13398 3.02398
H -9.52174 -1.06181 2.19658
H -9.90138 -1.42436 -0.20381
H -8.14369 -0.87456 -1.87033
H -3.28211 0.08680 -2.31649
H -0.90038 0.78223 -2.62212
H -0.84991 2.72606 0.98960
H -3.20961 2.17345 1.43424
*
```

Values from the calculation:
E_tot ... -83815.793 eV
⟨S²⟩ ... 2.006
M ... 993.9 g mol⁻¹
Maximum force ... 0.034 Eh/bohr
HOMO level (alpha / beta) ... -4.67 / -4.93 eV
Orbital gap (alpha / beta) ... 7.00 / 6.60 eV



# C42H46F3N3O5PSW

A structure of composition C42H46F3N3O5PSW in a non-equilibrium geometry (ωB97M-V/def2-TZVPD, the OMol25 dataset).

```
! RIJCOSX wB97M-V def2-TZVPD def2/J DEFGRID3
* xyz 1 3
W 0.35684 -1.30193 0.25622
O 2.33588 0.02229 3.63881
C 1.99294 -0.29377 2.52516
O 0.93814 -1.13609 2.22385
C 2.57000 0.34819 1.26795
C 3.37621 1.44171 1.16679
C 3.71195 1.96309 -0.09158
C 3.19926 1.38162 -1.25576
C 2.42471 0.28215 -1.11382
N 2.16381 -0.18503 0.13905
C 1.71184 -0.41767 -2.21686
O 1.82276 -0.18326 -3.41097
O 0.94633 -1.43128 -1.71670
H 3.85063 1.87956 2.02954
H 4.23826 2.90604 -0.11974
H 3.29488 1.72960 -2.31812
C -0.56635 2.75733 1.55449
C -1.64452 1.70847 1.18656
C -2.07084 0.92717 2.42493
P -1.26707 0.60039 -0.20041
C -0.92354 1.66895 -1.70433
C -1.47896 3.10588 -1.73526
C -1.47354 0.89124 -2.93680
C -2.80340 -0.44056 -0.27257
C -4.08260 0.06479 -0.47360
C -5.26815 -0.69507 -0.34675
C -6.58984 -0.05547 -0.54498
C -5.18271 -2.01384 0.04349
C -3.91517 -2.55335 0.29661
C -2.72677 -1.80602 0.13292
N -1.45752 -2.35128 0.25918
C -1.36395 -3.73811 0.34590
C -1.52635 -4.51012 -0.86401
C -1.58155 -3.83605 -2.21192
C -1.49798 -5.86792 -0.73004
C -1.63063 -6.51974 0.52795
C -1.58200 -8.04745 0.55955
C -1.65397 -5.72700 1.68283
C -1.42529 -4.34952 1.64201
C -1.19876 -3.60204 2.95600
H -0.91524 3.28517 2.44872
H -0.35992 3.45154 0.69866
H 0.35261 2.29635 1.90412
H -2.54018 2.21750 0.83534
H -3.18364 0.84783 2.47872
H -1.85984 1.52539 3.36036
H -1.58643 -0.01377 2.61060
H 0.21242 1.69266 -1.73834
H -2.39968 3.21618 -1.12709
H -1.69021 3.49232 -2.73891
H -0.73794 3.77861 -1.28437
H -2.53729 0.82703 -2.90576
H -1.07720 -0.19569 -3.02614
H -1.33410 1.39024 -3.92034
H -4.16589 1.12146 -0.68232
H -7.25088 -0.42886 0.28783
H -7.05214 -0.43659 -1.46665
H -6.63164 1.00315 -0.41799
H -6.06891 -2.64598 0.10104
H -3.82640 -3.56844 0.59507
H -0.85884 -3.04374 -2.27798
H -2.55812 -3.32261 -2.45572
H -1.27136 -4.60094 -3.00963
H -1.52323 -6.57598 -1.56611
H -2.02101 -8.46040 -0.34648
H -2.08964 -8.36656 1.45342
H -0.57460 -8.37609 0.62319
H -1.72734 -6.25638 2.63244
H -0.41135 -4.01241 3.63308
H -2.14404 -3.48596 3.53704
H -0.92142 -2.53995 2.79261
C 4.13889 7.69155 -3.02856
S 2.41040 7.76573 -2.44481
O 1.93025 6.36138 -2.13759
C 2.61320 8.67566 -0.89793
C 2.61990 7.91663 0.26803
C 2.93653 8.51213 1.49917
C 3.01435 9.90622 1.54621
C 2.85734 10.69843 0.43421
C 2.69122 10.06719 -0.83462
H 4.74541 7.11676 -2.32530
H 4.50575 8.75913 -3.16219
H 4.08944 7.25529 -4.04830
H 2.20337 6.91656 0.20645
H 3.09599 7.89470 2.40411
H 3.20233 10.28361 2.53075
H 2.81821 11.77219 0.54961
H 2.67721 10.73123 -1.70002
F 2.03766 -8.06645 0.82798
C 3.11882 -7.17517 0.66184
F 3.84629 -7.59657 -0.38097
F 3.87178 -7.29058 1.83398
C 2.60925 -5.80817 0.52630
C 2.29468 -5.07435 1.69882
C 1.72431 -3.81309 1.57189
N 1.52330 -3.22531 0.34394
C 2.07224 -3.82592 -0.75757
C 2.42420 -5.13772 -0.71753
H 2.36164 -5.53848 2.70653
H 1.36743 -3.28731 2.47841
H 2.14807 -3.22350 -1.66307
H 2.78102 -5.69280 -1.61367
*
```

Values from the calculation:
E_tot ... -89106.425 eV
⟨S²⟩ ... 2.036
M ... 976.7 g mol⁻¹
Maximum force ... 0.071 Eh/bohr
HOMO level (alpha / beta) ... -10.30 / -10.41 eV
Orbital gap (alpha / beta) ... 6.74 / 6.26 eV



# C42H47F5N2OPS

A cluster of 6 separate species, C42H47F5N2OPS in total in a non-equilibrium geometry (ωB97M-V/def2-TZVPD, the OMol25 dataset).

```
! RIJCOSX wB97M-V def2-TZVPD def2/J DEFGRID3
* xyz 0 2
C 2.97971 4.91382 -2.22483
P 1.43082 4.17490 -3.06653
C 1.09756 2.53536 -2.06816
C -0.10271 5.36388 -2.88892
N -0.05770 6.53735 -3.84192
C 1.05461 7.32085 -3.65958
S 2.57619 8.14588 -3.74379
C -0.16859 5.75768 -1.29919
C -1.64183 6.22531 -0.75526
C -1.93088 5.78904 0.83359
C -1.60102 7.89724 -0.71855
N -2.80590 5.86556 -1.64894
O -3.00908 6.77419 -2.62769
C -2.64860 4.52134 -2.32184
C -4.03425 4.31033 -3.23498
C -2.58519 3.23436 -1.30860
C -1.40173 4.43307 -3.38247
H 3.85032 4.87556 -3.03990
H 2.85265 6.00112 -1.80955
H 3.37409 4.22023 -1.33790
H -0.03659 2.24970 -2.02965
H 1.76286 1.64423 -2.43427
H 1.46427 2.78269 -0.95963
H 0.16546 4.83443 -0.61959
H 0.58735 6.63124 -0.99785
H -3.09099 5.54503 0.94226
H -1.55931 6.58919 1.60220
H -1.35439 4.77281 1.04927
H -2.69007 8.34855 -0.56415
H -0.99948 8.21083 0.25734
H -1.03984 8.34699 -1.64908
H -4.10185 3.13583 -3.40652
H -3.98123 4.92498 -4.23402
H -4.93585 4.59830 -2.54108
H -3.64919 3.00450 -0.84557
H -1.72653 3.27750 -0.50621
H -2.33508 2.28684 -1.99025
H -1.78680 4.88219 -4.41827
H -1.11224 3.31952 -3.59520
F 2.58397 0.13384 -1.02157
C 2.62366 -1.17326 -1.31232
C 2.73246 -2.10045 -0.28172
C 2.76864 -3.46174 -0.58366
C 2.70655 -3.88051 -1.91503
C 2.60255 -2.94193 -2.94273
C 2.55513 -1.58142 -2.63974
H 2.78788 -1.75619 0.74583
H 2.84572 -4.19496 0.21534
H 2.73931 -4.94217 -2.15035
H 2.55852 -3.27006 -3.97844
H 2.46543 -0.83874 -3.42555
F 2.19100 -0.86796 2.67363
C 2.72348 -1.48547 3.73653
C 1.90229 -1.85267 4.79694
C 2.45544 -2.50025 5.90159
C 3.82692 -2.76386 5.93824
C 4.64366 -2.38682 4.87114
C 4.08841 -1.74937 3.76191
H 0.84067 -1.63221 4.75450
H 1.82070 -2.79841 6.73235
H 4.25865 -3.26497 6.80199
H 5.71147 -2.58936 4.90372
H 4.70714 -1.45743 2.91985
F -3.79349 2.36578 4.78151
C -3.41760 1.10785 4.51522
C -2.16088 0.87027 3.96945
C -1.76708 -0.43976 3.69680
C -2.63966 -1.49780 3.96315
C -3.90095 -1.24867 4.50629
C -4.29002 0.06040 4.78916
H -1.49985 1.70528 3.76151
H -0.78362 -0.63671 3.27732
H -2.33382 -2.51905 3.74618
H -4.57995 -2.07341 4.70891
H -5.26327 0.27132 5.21976
F -0.24187 -4.50500 -0.11408
C -1.34405 -3.76076 -0.27510
C -2.36655 -4.22132 -1.09732
C -3.51651 -3.44911 -1.26120
C -3.62651 -2.21858 -0.60892
C -2.59258 -1.76264 0.21026
C -1.44771 -2.54017 0.38273
H -2.25986 -5.17572 -1.60248
H -4.32491 -3.80387 -1.89570
H -4.52172 -1.61456 -0.74056
H -2.67870 -0.80270 0.71365
H -0.63831 -2.20516 1.02287
F 3.09674 -7.04945 -3.05729
C 2.71974 -7.88628 -2.08149
C 1.60614 -8.69784 -2.26837
C 1.21629 -9.57301 -1.25463
C 1.93880 -9.61897 -0.05979
C 3.05213 -8.79676 0.12020
C 3.44824 -7.92990 -0.89797
H 1.05232 -8.64240 -3.19985
H 0.35172 -10.21726 -1.39394
H 1.63172 -10.29851 0.73236
H 3.61045 -8.83133 1.05261
H 4.31641 -7.29029 -0.77837
*
```

Values from the calculation:
E_tot ... -83045.936 eV
⟨S²⟩ ... 0.755
M ... 753.9 g mol⁻¹
Maximum force ... 0.169 Eh/bohr
HOMO level (alpha / beta) ... -7.88 / -7.89 eV
Orbital gap (alpha / beta) ... 7.48 / 7.48 eV



# C42H48BCrN9SSi

A structure of composition C42H48BCrN9SSi (ωB97M-V/def2-TZVPD, the OMol25 dataset).

```
! RIJCOSX wB97M-V def2-TZVPD def2/J DEFGRID3
* xyz 1 4
Cr 0.14883 -0.34194 -0.26198
C 2.32886 -3.13384 1.01644
C 3.25108 -2.09650 1.63701
C 3.53049 -2.49949 3.09140
C 2.90686 -0.62063 1.55129
C 3.78658 0.32470 2.09411
C 3.25370 1.55034 1.79008
N 2.12341 1.35748 1.10692
N 1.88242 0.02730 0.95277
B 1.10328 2.42251 0.72115
N 0.82732 2.44289 -0.80735
C 0.67234 3.57639 -1.51584
C -0.20998 3.34593 -2.54146
C -0.60677 2.00914 -2.38343
N 0.05078 1.46514 -1.36124
C -1.73666 1.33759 -3.10641
C -3.00436 2.18278 -2.93612
C -1.43320 1.09572 -4.58346
N -0.22688 2.12823 1.44517
C -0.76677 2.81392 2.46009
C -2.00220 2.27912 2.73858
C -2.16699 1.24259 1.80730
N -1.07084 1.13910 1.04830
C -3.42189 0.42610 1.61910
C -3.53672 -0.21628 0.23762
C -4.64834 1.31210 1.86618
H 2.83474 -4.10102 1.05346
H 2.09117 -2.93846 -0.02595
H 1.40600 -3.23853 1.58034
H 4.19832 -2.15480 1.09135
H 2.59811 -2.56912 3.65480
H 4.17914 -1.79156 3.60298
H 4.01344 -3.47744 3.11420
H 4.70905 0.12061 2.60844
H 3.58850 2.55027 2.01100
H 1.52662 3.49143 1.05683
H 1.17858 4.47611 -1.20689
H -0.55274 4.04708 -3.28281
H -1.92689 0.38663 -2.60868
H -2.89719 3.14687 -3.43556
H -3.21381 2.37433 -1.88237
H -3.86200 1.66998 -3.37469
H -1.27895 2.04603 -5.09885
H -2.27050 0.58989 -5.06850
H -0.52879 0.50261 -4.72963
H -0.24120 3.64766 2.89648
H -2.70373 2.62059 3.47881
H -3.42628 -0.36401 2.37960
H -3.17264 0.45550 -0.54245
H -4.58073 -0.44433 0.01726
H -2.98545 -1.14779 0.17088
H -4.69195 2.11330 1.12490
H -4.63333 1.77022 2.85336
H -5.56154 0.72167 1.78519
N -1.77382 -3.66308 1.53351
C -1.90542 -3.53880 2.94206
C -2.71372 -4.42528 3.62847
C -2.86398 -4.30324 5.00405
C -2.21114 -3.28778 5.68071
C -1.40924 -2.39298 4.98331
C -1.24816 -2.51952 3.61318
S -0.16958 -1.38631 2.79396
N -0.47632 -1.74309 1.14564
C -1.16085 -2.75460 0.74796
C -1.31373 -2.88801 -0.72486
C -1.80140 -4.02750 -1.33514
C -1.92073 -4.05076 -2.71821
C -1.53178 -2.93990 -3.43645
C -1.02980 -1.84554 -2.75065
N -0.93413 -1.80087 -1.42122
H -2.37934 -4.33258 1.09326
H -3.22547 -5.21550 3.09084
H -3.49337 -5.00147 5.53793
H -2.32319 -3.18378 6.75106
H -0.90091 -1.59427 5.51054
H -2.06372 -4.90838 -0.76711
H -2.29851 -4.93323 -3.21655
H -1.58532 -2.90914 -4.51559
H -0.65918 -0.98805 -3.28890
C 1.87161 0.88837 -6.21708
C 1.60166 -0.46500 -6.06787
C 1.59314 -1.03332 -4.79979
C 1.83731 -0.26495 -3.65609
C 2.09907 1.09638 -3.83232
C 2.12389 1.66719 -5.09586
Si 1.98586 -1.10770 -1.97288
C 3.79691 -1.00018 -1.51765
C 4.38566 0.20968 -1.14596
C 5.74214 0.29103 -0.87227
C 6.53742 -0.84330 -0.96553
C 5.97250 -2.05408 -1.34095
C 4.61358 -2.12918 -1.61578
H 1.88867 1.33402 -7.20339
H 1.41735 -1.08219 -6.93826
H 1.41140 -2.09906 -4.70190
H 2.30207 1.72493 -2.97121
H 2.33803 2.72309 -5.20618
H 1.72726 -2.55177 -2.28089
H 3.77617 1.10426 -1.05514
H 6.17949 1.23848 -0.58313
H 7.59703 -0.78208 -0.75249
H 6.59022 -2.93941 -1.42493
H 4.18715 -3.08081 -1.91466
*
```

Values from the calculation:
E_tot ... -105554.269 eV
⟨S²⟩ ... 4.008
M ... 801.9 g mol⁻¹
Maximum force ... 0.007 Eh/bohr
HOMO level (alpha / beta) ... -10.38 / -9.94 eV
Orbital gap (alpha / beta) ... 7.00 / 6.40 eV